No. 1
20
Properties=species:S:1:pos:R:3:mulliken_charge:R:1 method="wB97M-V/def2-TZVPD" gap_ev=7.6688 e_lumo_ev=0.7829 homo_ev=-6.89 multiplicity=1 total_charge=0 e_above_lowest_kcal_mol=115.9 e_tot_ev=-11414.190 fmax_ev_per_a=6.78
C -0.7925 -0.1681 0.2461 0.6551
C 1.8216 -0.4790 0.2182 -0.0512
C 0.2695 0.1766 -0.6863 -1.0229
C -1.8579 0.8428 -1.2269 -1.2557
N -0.8350 0.4775 1.4632 -0.4980
N -1.2287 -1.4760 0.2255 -0.4799
O 1.9689 0.3886 1.3409 -0.4992
O 2.9130 -0.3556 -0.6563 -0.5262
H 2.8573 0.2908 1.7132 0.2896
H 2.8387 0.4883 -1.1217 0.3207
H 1.8110 -1.5297 0.5299 0.3317
H -0.1717 1.2401 1.5622 0.2740
H -0.8012 -0.0972 2.2929 0.2173
H -1.4277 -1.9124 1.1130 0.1955
H -1.9149 -1.6977 -0.4796 0.2231
H 0.3331 -0.3764 -1.6109 0.2228
H 0.5970 1.2072 -0.6656 0.5172
H -2.2100 0.0864 -1.9287 0.3613
H -1.4891 1.7298 -1.7393 0.3221
H -2.6814 1.1640 -0.5898 0.4025

=====

No. 2
67
Properties=species:S:1:pos:R:3:mulliken_charge:R:1 method="wB97M-V/def2-TZVPD" smiles="CCOc1ccc(CCNC(=O)[C@@H]2CCCN(S(=O)(=O)c3c(C)n[nH]c3C)C2)cc1OCC" gap_ev=8.7217 e_lumo_ev=0.6977 homo_ev=-8.02 multiplicity=1 total_charge=0 e_above_lowest_kcal_mol=39.7 e_tot_ev=-51436.153 fmax_ev_per_a=1.10
C -5.6204 -3.1305 1.2269 -1.4067
C -5.3650 -1.6421 1.0426 -0.4294
O -4.2301 -1.5080 0.2141 -0.2532
C -3.7235 -0.2594 -0.0354 1.0596
C -4.3491 0.9108 0.3765 -0.5869
C -3.8380 2.1566 0.0605 -1.0957
C -2.6783 2.2707 -0.6888 0.1221
C -2.0378 1.1056 -1.0796 -0.0986
C -2.5223 -0.1600 -0.7639 0.3479
O -1.7843 -1.1866 -1.2741 -0.5863
C -1.8122 -2.4862 -0.7046 -0.5567
C -1.3511 -2.5090 0.7483 -0.6371
H -0.4698 -1.8823 0.8671 0.0022
H -1.1105 -3.5283 1.0388 0.3975
H -2.1312 -2.1335 1.4046 0.2429
H -2.8079 -2.9289 -0.8030 0.3867
H -1.1100 -3.0481 -1.3282 0.5158
H -1.1336 1.1519 -1.6680 0.2247
C -2.1093 3.6204 -1.0244 -1.1279
H -2.9173 4.3156 -1.2582 0.4851
H -1.4523 3.5474 -1.8920 0.3201
C -1.3069 4.1946 0.1546 -0.9662
N -0.1460 3.3920 0.4526 -0.0924
C 1.1091 3.7782 0.1358 -0.2545
O 1.3842 4.8761 -0.3018 -0.7035
C 2.1360 2.6793 0.3755 1.1275
C 2.0484 1.6635 -0.7710 -1.2654
N 2.9387 0.5492 -0.5342 0.3924
S 2.3862 -0.5160 0.6426 1.3236
O 0.9954 -0.2418 0.8854 -0.6574
O 3.2586 -0.5399 1.7876 -0.7718
C 2.5236 -2.0631 -0.1879 1.2019
C 3.0926 -3.2322 0.2843 -0.8108
N 2.9238 -4.1385 -0.7018 0.3586
N 2.2893 -3.6319 -1.7655 -1.0376
C 2.0317 -2.3720 -1.4798 0.4292
C 1.3372 -1.4657 -2.4227 -0.4874
H 1.1268 -1.9999 -3.3450 0.3756
H 0.4023 -1.1180 -1.9869 -0.2133
H 1.9620 -0.6003 -2.6319 0.2789
H 3.2133 -5.1040 -0.7064 0.1905
C 3.7619 -3.5476 1.5676 -1.4339
H 3.1662 -4.2547 2.1444 0.3204
H 4.7416 -3.9898 1.3909 0.3925
H 3.8741 -2.6309 2.1394 0.2859
C 4.3256 0.9480 -0.3966 -1.0509
C 4.5245 2.0280 0.6699 -0.5255
C 3.5699 3.2002 0.4468 -1.0854
H 3.6638 3.9230 1.2587 0.4425
H 3.8055 3.7174 -0.4859 0.2554
H 5.5602 2.3706 0.6453 0.4603
H 4.3306 1.5810 1.6463 0.3126
H 4.8910 0.0509 -0.1390 0.3696
H 4.6596 1.3095 -1.3750 0.5338
H 1.0426 1.2530 -0.8532 0.0477
H 2.3284 2.1368 -1.7175 0.6452
H 1.8888 2.1515 1.3030 0.4331
H -0.3103 2.4359 0.7321 0.2611
H -1.9438 4.2502 1.0427 0.4330
H -0.9398 5.1931 -0.0928 0.4891
H -4.3611 3.0421 0.3897 0.4178
H -5.2665 0.8582 0.9408 0.4064
H -6.2370 -1.1654 0.5731 0.3665
H -5.1843 -1.1654 2.0164 0.4326
H -4.7568 -3.6022 1.6882 0.2905
H -5.7965 -3.5986 0.2621 0.3187
H -6.4904 -3.2803 1.8598 0.4375

=====

No. 3
44
Properties=species:S:1:pos:R:3:mulliken_charge:R:1 method="wB97M-V/def2-TZVPD" smiles="Cc1nc(CN(C)C(=O)c2coc([C@H](C)NC(=O)[C@@H]3C[C@H]3C#N)n2)no1" gap_ev=9.9406 e_lumo_ev=0.3974 homo_ev=-9.54 multiplicity=1 total_charge=0 e_above_lowest_kcal_mol=6.4 e_tot_ev=-34013.505 fmax_ev_per_a=0.48
C 0.8664 -0.4883 -5.6626 -1.0946
C -0.1668 -1.0507 -4.7714 0.7345
N -0.3753 -0.8028 -3.5173 -0.3845
C -1.4546 -1.6058 -3.2360 0.7352
C -2.1315 -1.6521 -1.9051 -1.1357
N -2.9439 -0.4697 -1.6831 0.0212
C -4.2519 -0.5118 -2.3085 -1.0900
C -2.5090 0.7189 -1.1748 0.4169
O -3.1976 1.7267 -1.2202 -0.6801
C -1.1602 0.8320 -0.5507 0.4650
C -0.5575 2.0209 -0.3496 -0.4423
O 0.6451 1.7845 0.2284 -0.3327
C 0.7080 0.4446 0.3790 0.3833
C 1.9085 -0.1380 1.0498 0.1499
C 1.9839 -1.6352 0.8073 -1.5999
N 1.8904 0.1538 2.4723 -0.1184
C 2.5495 1.2247 3.0032 0.4128
O 3.3066 1.9148 2.3516 -0.6559
C 2.3371 1.5129 4.4596 -0.1771
C 2.0389 0.3954 5.4149 -0.6911
C 0.9441 1.3467 5.0413 0.1924
C 0.5068 2.3011 6.0280 -0.1523
N 0.1583 3.0576 6.8172 -0.4499
N -0.3353 -0.1679 -0.0520 -0.4092
N -1.8817 -2.3020 -4.2438 -0.4656
O -1.0188 -1.9355 -5.2793 -0.1461
H 1.4753 0.2207 -5.1104 0.2972
H 1.5049 -1.2790 -6.0559 0.3040
H 0.4034 0.0218 -6.5071 0.2983
H -2.7819 -2.5262 -1.8686 0.4456
H -1.3913 -1.7681 -1.1223 0.4348
H -4.7884 0.4056 -2.0985 0.3837
H -4.1589 -0.6283 -3.3917 0.3253
H -4.8207 -1.3568 -1.9158 0.3059
H -0.8268 3.0369 -0.5629 0.4805
H 2.7949 0.3455 0.6415 0.3681
H 2.0247 -1.8457 -0.2603 0.3798
H 2.8779 -2.0381 1.2809 0.4326
H 1.1086 -2.1468 1.2108 0.3300
H 1.2013 -0.3342 3.0206 0.3298
H 2.9264 2.3483 4.7985 0.5006
H 2.0065 -0.6166 5.0387 0.1944
H 2.4379 0.4671 6.4153 0.3075
H 0.1468 1.0190 4.3892 0.3960

=====

No. 4
65
Properties=species:S:1:pos:R:3:mulliken_charge:R:1 method="wB97M-V/def2-TZVPD" gap_ev="8.4015 / 9.2320" e_lumo_ev="2.4718 / 2.4755" homo_ev="-5.93 / -6.76" multiplicity=5 total_charge=-1 e_above_lowest_kcal_mol=5.2 s_squared=6.0145 e_tot_ev=-166166.937 fmax_ev_per_a=0.70
Cr 0.4184 -0.2538 -0.0561 1.0351
O 0.4491 -0.9874 1.9370 -0.3572
S -0.8701 -0.7524 2.5876 1.8598
O -0.7633 -0.5937 4.0181 -0.7635
O -1.5758 0.3071 1.8981 -0.6114
C -1.7585 -2.3007 2.3196 -0.1841
C -2.3945 -2.7990 3.4475 -0.4627
C -3.0944 -3.9971 3.4139 -0.5765
C -3.1528 -4.7182 2.2352 -0.5451
C -2.5215 -4.2266 1.1012 -0.6267
C -1.8237 -3.0273 1.1206 -0.5747
S -1.1508 -2.5273 -0.4813 1.5128
O 0.3183 -2.5012 -0.3617 -0.6705
O -1.6701 -3.4776 -1.4236 -0.7400
O -1.5873 -1.1340 -0.6405 -0.6768
H -2.3225 -2.2352 4.3662 0.5057
H -3.5840 -4.3580 4.3094 0.3805
H -3.6874 -5.6581 2.1863 0.3796
H -2.5714 -4.7673 0.1677 0.5458
B 1.1535 1.2090 -4.5267 0.3586
C 0.8545 0.6545 -3.0788 -0.0707
N 0.6960 0.2927 -1.9929 -0.3777
H 0.5221 2.2376 -4.6394 -0.1423
H 2.3495 1.4195 -4.5579 -0.1794
H 0.8185 0.3761 -5.3335 -0.1782
C 4.0965 1.6151 -1.6081 -1.0027
Si 2.9928 2.8926 -0.7898 0.1050
C 1.7586 3.6941 -1.9533 -0.9390
C 4.1125 4.2737 -0.1455 -1.0548
As 1.7348 1.7263 0.8497 0.1931
Si 3.3051 0.8287 2.3835 0.4139
C 3.8064 -0.8258 1.6594 -0.9846
C 4.8353 1.9213 2.5353 -1.1572
C 2.5589 0.6360 4.0925 -0.9191
Si 0.4108 3.3654 1.9190 0.4947
C 1.3486 5.0016 2.0175 -1.2379
C -1.0990 3.5508 0.8292 -0.9787
C -0.0633 2.8521 3.6603 -0.9074
H 4.5290 2.0343 -2.5200 0.4260
H 3.5511 0.7163 -1.8905 0.2512
H 4.9169 1.3321 -0.9434 0.2782
H 2.2699 4.0165 -2.8639 0.3786
H 1.3113 4.5755 -1.4870 0.3277
H 0.9589 3.0209 -2.2575 0.1924
H 4.6001 4.6875 -1.0353 0.3402
H 4.8956 3.9316 0.5268 0.2806
H 3.5708 5.0849 0.3367 0.3031
H 4.2693 -0.7001 0.6779 0.2610
H 2.9440 -1.4841 1.5505 0.1829
H 4.5326 -1.3169 2.3136 0.3654
H 5.4503 1.8876 1.6355 0.2706
H 5.4450 1.5560 3.3668 0.4123
H 4.5846 2.9632 2.7397 0.2852
H 1.5578 0.2088 4.0821 0.2101
H 2.5252 1.5931 4.6155 0.2397
H 3.2051 -0.0332 4.6698 0.3925
H 1.4219 5.4885 1.0444 0.2752
H 2.3565 4.8791 2.4158 0.2852
H 0.8071 5.6770 2.6869 0.4190
H -0.8272 3.8787 -0.1758 0.2744
H -1.7833 4.2892 1.2564 0.3914
H -1.6247 2.5974 0.7514 0.2238
H 0.7087 3.1381 4.3769 0.3064
H -0.2689 1.7884 3.7719 0.1858
H -0.9780 3.3928 3.9232 0.3755